Record 1
ORCA calculation (ωB97M-V/def2-TZVPD) on a structure of composition C20H20N5S4SbSr.

The spin multiplicity is 2. As for the HOMO energy (alpha / beta): -3.905 / -4.936 eV. The LUMO energy (alpha / beta) is 2.31 / 1.55 eV. Its net charge is -1.

Cartesian coordinates (Å):
Sr (1.220, -2.101, 0.819)
C (-0.714, 1.785, -0.672)
C (0.599, 1.830, 0.119)
C (0.470, 1.181, 1.453)
C (0.649, 1.847, 2.652)
C (0.342, 1.200, 3.838)
C (-0.052, -0.122, 3.804)
C (0.049, -0.767, 2.595)
N (0.185, -0.121, 1.420)
N (-0.650, 0.891, -1.811)
C (-1.871, 0.207, -2.189)
C (-2.608, -0.359, -1.005)
C (-3.898, 0.061, -0.707)
C (-4.569, -0.522, 0.360)
C (-3.920, -1.505, 1.085)
C (-2.631, -1.868, 0.696)
N (-1.984, -1.318, -0.317)
C (0.105, 1.404, -2.927)
C (1.533, 0.914, -3.001)
C (2.593, 1.801, -3.142)
C (3.882, 1.303, -3.231)
C (4.065, -0.069, -3.189)
C (2.937, -0.871, -3.060)
N (1.702, -0.407, -2.968)
H (-0.978, 2.809, -0.995)
H (-1.518, 1.452, -0.017)
H (0.957, 2.855, 0.246)
H (1.358, 1.273, -0.439)
H (1.012, 2.866, 2.655)
H (0.466, 1.715, 4.783)
H (-0.283, -0.693, 4.693)
H (-0.127, -1.853, 2.542)
H (-1.589, -0.638, -2.826)
H (-2.553, 0.860, -2.764)
H (-4.360, 0.839, -1.302)
H (-5.576, -0.216, 0.614)
H (-4.377, -2.004, 1.928)
H (-2.127, -2.670, 1.225)
H (0.095, 2.506, -2.934)
H (-0.376, 1.081, -3.856)
H (2.403, 2.867, -3.168)
H (4.729, 1.973, -3.321)
H (5.048, -0.511, -3.231)
H (3.052, -1.951, -2.999)
S (4.560, 0.140, 3.990)
Sb (3.104, -0.924, 2.636)
S (2.356, -3.129, 3.036)
S (3.351, -0.638, 0.297)
S (-1.457, -5.048, 1.804)
C (-2.096, -4.038, 2.983)
N (-2.509, -3.317, 3.795)

Record 2
ORCA calculation (ωB97M-V/def2-TZVPD) on a structure of composition C20H21BBrCl2CrF4N2OSb.

The spin multiplicity is 5. As for the HOMO energy (alpha / beta): -5.679 / -7.931 eV. The LUMO energy (alpha / beta) is -0.43 / -0.71 eV.

Cartesian coordinates (Å):
Cr (-0.460, 0.220, 0.441)
Br (4.901, -4.448, -0.528)
C (3.346, -3.510, 0.026)
C (2.986, -3.520, 1.369)
C (1.870, -2.799, 1.765)
C (1.101, -2.069, 0.862)
O (0.070, -1.350, 1.347)
C (1.444, -2.112, -0.527)
C (0.625, -1.536, -1.537)
N (-0.458, -0.810, -1.190)
C (-1.622, -0.683, -1.896)
C (-1.842, -0.919, -3.239)
C (-3.143, -0.826, -3.761)
C (-4.235, -0.552, -2.977)
C (-4.055, -0.350, -1.588)
C (-5.096, -0.180, -0.656)
C (-4.815, -0.089, 0.684)
C (-3.483, -0.095, 1.106)
N (-2.480, -0.192, 0.255)
C (-2.744, -0.369, -1.072)
C (2.598, -2.833, -0.905)
H (3.571, -4.073, 2.091)
H (1.569, -2.789, 2.805)
H (0.815, -1.773, -2.578)
H (-1.009, -1.145, -3.888)
H (-3.286, -0.982, -4.823)
H (-5.229, -0.509, -3.400)
H (-6.122, -0.149, -1.003)
H (-5.604, -0.002, 1.417)
H (-3.223, -0.016, 2.154)
H (2.886, -2.846, -1.948)
Cl (-0.784, 1.351, 2.637)
C (-1.887, 2.783, 2.741)
Cl (-2.597, 3.259, 1.223)
H (-2.661, 2.504, 3.445)
H (-1.270, 3.592, 3.114)
C (3.896, 0.504, -0.160)
Sb (2.112, 1.039, 0.844)
C (2.601, 0.375, 2.828)
C (2.511, 3.101, 1.183)
H (4.729, 0.977, 0.359)
H (3.842, 0.856, -1.188)
H (4.007, -0.578, -0.144)
H (3.596, -0.067, 2.833)
H (1.882, -0.376, 3.146)
H (2.580, 1.221, 3.515)
H (3.485, 3.185, 1.662)
H (1.751, 3.533, 1.833)
H (2.512, 3.625, 0.230)
F (1.520, 2.471, -1.421)
B (0.190, 2.512, -1.854)
F (-0.608, 1.950, -0.686)
F (-0.271, 3.788, -2.011)
F (-0.012, 1.701, -2.936)

Record 3
ORCA calculation (ωB97M-V/def2-TZVPD) on a structure of composition C20H21BrN3NdO8SeTe.

The spin multiplicity is 4. As for the HOMO energy: 0.626 eV. The LUMO energy is 3.43 eV. Its net charge is -2.

Cartesian coordinates (Å):
Nd (0.140, -0.704, 1.010)
C (-3.698, -3.048, 2.086)
C (-3.017, -1.851, 1.445)
O (-1.791, -1.894, 1.119)
C (-3.822, -0.712, 1.211)
C (-3.362, 0.557, 0.883)
C (-4.286, 1.749, 0.660)
N (-2.044, 0.832, 0.771)
N (-1.789, 2.079, 0.404)
C (-0.477, 2.355, 0.368)
O (0.464, 1.559, 0.727)
C (-0.143, 3.646, -0.170)
C (-1.165, 4.486, -0.649)
C (-0.843, 5.708, -1.216)
C (0.533, 6.074, -1.360)
C (1.494, 5.308, -0.708)
C (1.196, 4.050, -0.242)
H (-3.036, -3.428, 2.884)
H (-3.807, -3.903, 1.388)
H (-4.719, -2.845, 2.478)
H (-4.923, -0.792, 1.358)
H (-4.230, 2.019, -0.410)
H (-3.828, 2.584, 1.182)
H (-5.315, 1.490, 0.969)
H (-2.204, 4.153, -0.570)
H (-1.562, 6.437, -1.584)
H (0.761, 6.996, -1.921)
H (2.521, 5.686, -0.693)
H (2.009, 3.372, 0.085)
Br (1.528, -4.509, -6.339)
C (0.796, -3.289, -5.093)
C (-0.236, -2.442, -5.600)
N (-0.809, -1.511, -4.847)
C (-0.332, -1.334, -3.589)
C (0.578, -2.203, -2.957)
C (1.062, -3.253, -3.728)
C (0.875, -1.839, -1.527)
O (1.066, -2.688, -0.564)
O (0.893, -0.547, -1.270)
H (-0.597, -2.539, -6.617)
H (-0.612, -0.396, -3.163)
H (1.741, -4.011, -3.328)
C (4.567, -1.264, 3.534)
Te (3.581, -2.669, 2.311)
C (4.496, -2.052, 0.528)
H (5.589, -1.672, 3.620)
H (4.126, -1.202, 4.531)
H (4.599, -0.264, 3.091)
H (4.835, -1.035, 0.505)
H (3.832, -2.192, -0.345)
H (5.380, -2.679, 0.281)
O (1.532, -1.141, 5.505)
Se (0.704, -1.332, 4.082)
O (-0.139, -2.661, 3.444)
O (-0.117, 0.106, 3.394)
O (2.004, -1.349, 2.636)

How do the records compare in DFT total energy? In the order shown, they have -2911.75498 -6163.16082 -7345.77490 Eh.
How do the records compare in energy above the lowest of the compared OMol25 structures with the same formula, charge and spin? In the order shown, they have 18.7 38.8 38.8 kcal per mole.